[1]
{
  "formula": "C2H2N2OS",
  "method": "ωB97M-V/def2-TZVPD",
  "largest_force_ha_per_bohr": 0.12197,
  "homo_lumo_gap_ev": 9.35,
  "smiles": "C#[N+][S-].N=C=O",
  "species": ["C", "N", "S", "H", "N", "C", "O", "H"],
  "positions_angstrom": [[-3.2347, -2.2918, -0.0467], [-2.4075, -1.4494, 0.1063], [-1.2471, -0.4527, 0.1694], [-4.0744, -2.9642, -0.0592], [2.6752, -1.4248, -0.1890], [3.7683, -0.9604, -0.4713], [4.6511, -0.2884, -0.8563], [2.3082, -2.1031, 0.3174]],
  "forces_ev_per_angstrom": [[1.93, 2.32, 0.64], [-4.25, -4.49, -0.92], [1.98, 1.86, 0.28], [0.36, 0.30, 0.01], [3.57, 4.10, -3.13], [-1.63, 0.55, 0.01], [-0.36, -1.03, 0.45], [-1.60, -3.59, 2.67]]
}



[2]
{
  "formula": "C2H2N2OS",
  "method": "ωB97M-V/def2-TZVPD",
  "largest_force_ha_per_bohr": 0.07925,
  "homo_lumo_gap_ev": [6.50, 6.27],
  "spin_multiplicity": 3,
  "species": ["C", "C", "N", "N", "O", "S", "H", "H"],
  "positions_angstrom": [[2.0723, -1.7456, -1.5275], [-1.0138, 1.3049, 0.7468], [1.4014, -1.9373, -0.5551], [-1.1246, 1.4447, 1.9409], [-1.0652, 1.4493, -0.4212], [0.6392, -2.3579, 0.6753], [2.6230, -1.9749, -2.4093], [-0.5698, 0.8230, 2.5521]],
  "forces_ev_per_angstrom": [[1.32, 2.61, -1.80], [-0.58, 1.42, -2.53], [0.64, 0.24, -1.02], [0.91, -1.27, 1.54], [0.31, -0.83, 1.37], [-2.11, -1.39, 3.20], [0.12, -1.41, -0.36], [-0.61, 0.63, -0.39]]
}



[3]
{
  "formula": "C2H2N2OS2",
  "method": "ωB97M-V/def2-TZVPD",
  "largest_force_ha_per_bohr": 0.07938,
  "homo_lumo_gap_ev": 9.41,
  "smiles": "N#CSSNC=O",
  "species": ["N", "C", "S", "S", "N", "C", "O", "H", "H"],
  "positions_angstrom": [[2.1412, -1.4458, -0.7179], [2.0979, -0.3337, -0.4815], [2.0478, 1.3037, -0.3776], [0.3577, 1.5521, 0.6977], [-0.9908, 0.6427, 0.0470], [-1.2163, -0.6651, 0.3152], [-0.5467, -1.3628, 1.0200], [-1.7089, 1.1686, -0.3123], [-2.1818, -0.8597, -0.1905]],
  "forces_ev_per_angstrom": [[0.14, -1.82, -0.27], [0.30, -0.02, 0.13], [0.08, 1.41, -0.90], [-1.89, -0.51, 1.16], [3.88, 0.97, 0.81], [-0.59, -0.04, 0.60], [-0.19, -0.32, -0.41], [-1.76, 1.36, -1.34], [0.03, -1.02, 0.22]]
}



[4]
{
  "formula": "C2H2N2OS2",
  "method": "ωB97M-V/def2-TZVPD",
  "largest_force_ha_per_bohr": 0.14719,
  "homo_lumo_gap_ev": 8.25,
  "smiles": "S=c1[nH][nH]c(=S)o1",
  "species": ["S", "C", "N", "N", "C", "S", "O", "H", "H"],
  "positions_angstrom": [[2.7940, -1.1146, -0.0725], [1.1855, -0.4685, -0.0576], [0.6390, 0.8661, 0.0800], [-0.7663, 0.7412, -0.0882], [-1.0504, -0.4771, 0.1238], [-2.5707, -1.1895, -0.1140], [0.0385, -1.2584, 0.2677], [1.1754, 1.4919, -0.5360], [-1.4450, 1.4089, 0.3968]],
  "forces_ev_per_angstrom": [[-3.77, 1.84, -0.39], [0.39, -0.50, 2.71], [2.44, -1.41, -1.03], [0.80, 5.25, 0.66], [-4.01, -6.36, -0.90], [1.31, 0.87, 0.89], [2.12, 0.93, -1.08], [-0.94, 0.13, 0.25], [1.66, -0.75, -1.10]]
}



[5]
{
  "formula": "C2H2N3O",
  "method": "ωB97M-V/def2-TZVPD",
  "largest_force_ha_per_bohr": 0.07038,
  "total_charge": 1,
  "homo_lumo_gap_ev": 9.91,
  "species": ["C", "C", "N", "N", "N", "O", "H", "H"],
  "positions_angstrom": [[-0.3854, -1.1074, 0.2474], [-0.2545, 1.2088, -0.0563], [0.9860, -1.1524, -0.1354], [1.6734, -0.2453, -0.0449], [-0.9450, 0.0076, 0.1469], [0.9352, 1.3279, 0.2353], [-1.0798, -1.9872, 0.3328], [-0.9299, 1.9479, -0.7257]],
  "forces_ev_per_angstrom": [[-3.42, -0.23, -1.15], [-1.63, 0.83, -2.60], [0.75, 0.05, 0.52], [2.51, -1.52, -0.54], [0.11, 0.80, 1.20], [-1.93, 0.87, 0.34], [1.70, 0.28, 0.33], [1.93, -1.08, 1.89]]
}



[6]
{
  "formula": "C2H2N3O2",
  "method": "ωB97M-V/def2-TZVPD",
  "largest_force_ha_per_bohr": 0.06440,
  "total_charge": -1,
  "homo_lumo_gap_ev": 7.62,
  "smiles": "N=C=NNC(=O)[O-]",
  "species": ["N", "C", "N", "N", "C", "O", "O", "H", "H"],
  "positions_angstrom": [[1.5616, 1.8431, 1.3707], [0.9120, 1.0468, 0.7174], [0.1733, 0.4938, -0.0292], [-0.0521, -0.5504, -0.7735], [-1.3745, -1.1463, -0.8546], [-1.2314, -2.2891, -1.2262], [-2.2702, -0.4398, -0.4779], [1.4772, 2.0114, 2.3473], [0.8041, -0.9694, -1.0741]],
  "forces_ev_per_angstrom": [[1.88, 2.09, 0.21], [-1.67, -1.14, -0.46], [0.03, 2.22, 1.15], [1.06, -0.12, -0.93], [2.25, 0.25, 0.46], [-0.88, -2.90, -1.34], [-2.26, 1.21, 0.55], [-0.19, -0.59, 0.53], [-0.22, -1.01, -0.17]]
}



[7]
{
  "formula": "C2H2N3O2",
  "method": "ωB97M-V/def2-TZVPD",
  "largest_force_ha_per_bohr": 0.09518,
  "total_charge": -1,
  "homo_lumo_gap_ev": 8.60,
  "smiles": "[N-]=[N+]=NCC(=O)[O-]",
  "species": ["N", "N", "N", "C", "C", "O", "O", "H", "H"],
  "positions_angstrom": [[2.3525, -0.1015, -1.7381], [1.2629, -0.1186, -1.3128], [0.0521, -0.2291, -1.2053], [-1.0083, -0.1257, -0.0704], [-0.0290, 0.2603, 1.2408], [-0.5879, 0.1932, 2.3297], [1.1265, 0.5498, 0.9463], [-1.7102, 0.6697, -0.2764], [-1.4585, -1.0980, 0.0862]],
  "forces_ev_per_angstrom": [[-3.45, 0.04, 1.70], [1.44, -0.14, -1.02], [-1.35, -0.33, -0.90], [4.85, 0.49, 0.49], [-1.06, -0.25, -0.80], [-0.85, -0.11, 0.87], [0.56, 0.29, 0.14], [-0.06, 0.05, -0.29], [-0.08, -0.04, -0.20]]
}



[8]
{
  "formula": "C2H2N3S2",
  "method": "ωB97M-V/def2-TZVPD",
  "largest_force_ha_per_bohr": 0.09078,
  "total_charge": -1,
  "homo_lumo_gap_ev": 6.77,
  "smiles": "S=NN[C@]1([S-])C=N1",
  "species": ["S", "N", "N", "C", "S", "C", "N", "H", "H"],
  "positions_angstrom": [[3.2121, -0.0298, -0.0515], [1.6772, 0.3717, -0.2744], [0.7327, -0.1181, 0.4848], [-0.6116, -0.2026, 0.0149], [-1.0162, -1.9421, -0.2002], [-1.4539, 0.7901, -0.4850], [-1.6846, 0.7263, 0.7695], [1.0980, -0.7983, 1.0545], [-1.9537, 1.2028, -1.3126]],
  "forces_ev_per_angstrom": [[0.16, -0.14, 0.42], [-1.55, 0.51, -0.25], [1.61, 3.23, -2.97], [-0.88, -2.91, 1.42], [0.10, 0.67, 0.01], [-0.16, 0.90, 2.15], [0.87, -0.31, -1.82], [0.15, -2.51, 2.19], [-0.29, 0.56, -1.15]]
}



[9]
{
  "formula": "C2H2N3S2",
  "method": "ωB97M-V/def2-TZVPD",
  "largest_force_ha_per_bohr": 0.04622,
  "total_charge": 1,
  "homo_lumo_gap_ev": [8.38, 8.38],
  "species": ["C", "C", "N", "N", "N", "S", "S", "H", "H"],
  "positions_angstrom": [[1.4334, 3.0556, -1.3498], [0.1844, 1.3225, -2.4939], [-0.0999, -0.1550, -0.6312], [1.7343, -1.6429, -1.5027], [0.1396, 0.5048, -1.6806], [2.4741, 3.3278, -0.2997], [0.6822, -1.5019, -0.4077], [0.4177, 1.6178, -3.4689], [2.3767, -2.4096, -1.4267]],
  "forces_ev_per_angstrom": [[-0.09, 0.13, -0.21], [0.67, -1.50, 1.11], [-0.42, -1.27, 1.62], [-1.10, 0.88, 0.56], [-0.46, 1.51, -1.78], [0.21, 0.16, 0.25], [1.08, -0.02, -0.74], [-0.08, 0.87, -1.02], [0.20, -0.76, 0.21]]
}



[10]
{
  "formula": "C2H2N4",
  "method": "ωB97M-V/def2-TZVPD",
  "largest_force_ha_per_bohr": 0.13008,
  "homo_lumo_gap_ev": 10.58,
  "smiles": "N#CN(N)C#N",
  "species": ["N", "C", "N", "N", "C", "N", "H", "H"],
  "positions_angstrom": [[0.7595, 2.6553, -0.0841], [0.3552, 1.5912, 0.1317], [0.0613, 0.2791, 0.1181], [-1.2425, -0.2027, 0.0930], [1.0752, -0.8125, -0.1405], [1.6669, -1.7673, 0.0107], [-1.2938, -1.0660, 0.6689], [-1.3818, -0.6770, -0.7977]],
  "forces_ev_per_angstrom": [[-0.44, -0.48, 0.70], [0.62, -0.15, -1.30], [3.05, -3.30, -0.50], [-0.93, -1.58, 0.02], [-3.66, 5.41, 1.46], [1.30, -1.87, -0.31], [0.22, 1.16, 0.53], [-0.17, 0.82, -0.60]]
}



[11]
{
  "formula": "C2H2N4",
  "method": "ωB97M-V/def2-TZVPD",
  "largest_force_ha_per_bohr": 0.03884,
  "homo_lumo_gap_ev": 9.80,
  "smiles": "c1cnnnn1",
  "species": ["C", "C", "N", "N", "N", "N", "H", "H"],
  "positions_angstrom": [[-0.1591, 0.6643, 0.6087], [0.8979, 0.3011, -0.3293], [0.5254, -0.4703, -1.2949], [-0.6029, -1.4925, -0.8326], [-1.1884, -1.3259, 0.2445], [-1.1966, -0.0571, 0.8275], [-0.1998, 1.6690, 1.0149], [1.9234, 0.7114, -0.2388]],
  "forces_ev_per_angstrom": [[-0.07, 0.05, -0.09], [-0.73, -0.45, -0.09], [-0.42, -1.34, 1.42], [1.17, 1.51, -0.09], [0.21, 0.53, -0.92], [0.41, -0.26, 0.12], [0.23, -0.06, 0.19], [-0.80, 0.01, -0.55]]
}



[12]
{
  "formula": "C2H2N4",
  "method": "ωB97M-V/def2-TZVPD",
  "largest_force_ha_per_bohr": 0.05439,
  "homo_lumo_gap_ev": 10.58,
  "smiles": "N#CNNC#N",
  "species": ["N", "C", "N", "N", "C", "N", "H", "H"],
  "positions_angstrom": [[2.6683, -0.9987, 0.3070], [1.6743, -0.4792, 0.0415], [0.6633, 0.3992, -0.1280], [-0.6820, 0.3801, 0.3039], [-1.6316, -0.4409, -0.1183], [-2.6312, -1.0055, -0.1752], [1.0173, 0.9560, -0.9114], [-1.0785, 1.1891, 0.6806]],
  "forces_ev_per_angstrom": [[-0.06, -0.47, -0.46], [-0.85, 0.04, 2.05], [0.54, 0.63, -1.21], [2.33, -1.31, -0.84], [-0.30, -0.42, 0.11], [-0.32, -0.52, -0.57], [-1.70, 0.40, 0.09], [0.36, 1.65, 0.83]]
}



In kcal per mole, the ΔE to the lowest compared entry with this formula, charge and spin values for the records above are, in order, 50.0; 48.3; 9.9; 33.2; 64.8; 33.8; 47.7; 73.5; 71.7; 68.0; 79.8; 62.8.
In eV, the DFT total energy values for the records above are, in order, -17966.8077; -17963.7819; -28803.1968; -28802.1861; -8612.0459; -10671.3322; -10670.7323; -28244.7757; -28233.4658; -8063.1826; -8062.6700; -8063.4099.